No. 1
Density functional theory data (wB97M-V/def2-TZVPD) for a molecular structure, C32H48B2KN10P2S2.

M   759.61 g mol⁻¹
Electronic energy   -3924.71690 Ha
2S+1   1
Total charge   -1
LUMO level   1.36 eV
F_max   1.0 eV Å⁻¹
Energy relative to the best compared isomer or geometry (same formula, charge and spin)   0.619 eV

XYZ file:
```
97
C32H48B2KN10P2S2 | the OMol25 dataset | wB97M-V/def2-TZVPD
K -0.72 0.36 -0.10
S -0.23 3.31 -0.89
S -3.82 0.72 -2.08
P 2.53 -2.41 1.47
P 2.78 1.08 1.33
N 2.27 -1.93 4.14
N 1.36 3.63 -3.04
N -2.57 -0.85 2.60
N -1.70 0.11 2.21
N -1.95 -1.87 -0.28
N -4.15 2.99 -0.65
N 2.38 0.84 4.02
N -0.73 3.43 -3.64
N -3.06 3.35 -2.50
N -2.92 -2.34 0.52
C -3.65 2.37 -1.76
C -2.42 -1.11 3.91
C 2.12 0.22 5.19
C 1.90 0.98 6.36
C -1.42 -0.30 4.41
C 4.14 -3.27 1.80
C 5.06 2.23 2.65
C 2.46 -1.32 2.99
C 1.34 -3.81 1.87
C -1.72 -2.82 -1.19
C -2.55 -3.93 -0.98
C 2.10 2.71 1.84
C 0.03 3.63 -4.77
C 1.60 -1.07 7.61
C 1.33 3.75 -4.42
C 2.53 0.13 2.93
C 0.00 -3.19 2.27
C 1.17 -4.54 0.52
C 1.78 -4.83 2.92
C -3.88 4.35 -0.70
C 0.09 3.45 -2.57
C 1.81 -1.83 6.49
C 2.08 -1.19 5.26
C -4.79 2.31 0.45
C 5.00 2.20 0.16
C 4.63 1.43 1.43
C 5.37 0.09 1.41
C -3.30 -3.57 0.13
C -1.00 0.44 3.30
C -3.22 4.56 -1.85
C 2.53 3.70 -2.21
C 1.64 0.34 7.54
B -2.30 3.20 -3.83
B -3.62 -1.48 1.63
H 4.74 1.76 3.58
H 2.57 3.50 1.24
H -4.31 -2.23 2.29
H -5.22 1.38 0.08
H 1.93 2.06 6.29
H 1.77 -2.91 6.51
H 6.08 2.36 0.12
H 4.13 -4.21 1.24
H 0.80 -3.86 -0.25
H -0.31 -2.41 1.57
H 2.44 4.52 -1.49
H 6.45 0.25 1.37
H -4.08 -4.10 0.65
H -5.57 2.95 0.87
H -4.07 2.06 1.23
H 2.65 2.78 -1.65
H 6.15 2.31 2.67
H -4.17 5.02 0.09
H -2.67 4.07 -4.60
H 5.08 -0.50 0.53
H -0.43 3.65 -5.74
H 2.11 -4.98 0.18
H -2.81 5.47 -2.26
H -3.04 -1.84 4.40
H 1.46 0.92 8.44
H -0.23 1.19 3.23
H -0.78 -3.95 2.26
H -2.44 2.09 -4.27
H 1.38 -1.56 8.55
H 4.70 1.65 -0.74
H 4.65 3.24 2.63
H 0.44 -5.34 0.64
H 0.05 -2.75 3.27
H 1.96 -4.36 3.88
H 2.27 2.90 2.90
H -2.60 -4.84 -1.54
H 4.52 3.18 0.13
H 5.14 -0.50 2.30
H -1.06 -0.25 5.43
H -0.98 -2.67 -1.96
H 0.97 -5.56 3.04
H 4.25 -3.49 2.86
H 3.41 3.87 -2.84
H 2.67 -5.38 2.62
H 1.04 2.75 1.61
H 2.22 3.89 -5.01
H -4.26 -0.60 1.11
H 4.98 -2.68 1.46
```


No. 2
Density functional theory data (wB97M-V/def2-TZVPD) for a molecular structure, C15H22N2OPRh in a non-equilibrium geometry.

M   380.23 g mol⁻¹
Electronic energy   -1221.14807 Ha
2S+1   5
Total charge   0
LUMO level (alpha / beta)   0.61 / -2.01 eV
F_max   4.0 eV Å⁻¹

XYZ file:
```
42
C15H22N2OPRh | the OMol25 dataset | wB97M-V/def2-TZVPD
Rh 0.24 -1.44 -2.74
P -0.12 -3.41 -3.15
O 0.21 -2.08 1.90
N 0.60 0.03 -1.40
N -0.05 -0.42 3.38
C 1.01 1.39 0.98
C 0.13 -0.49 -0.25
C 1.18 1.22 -1.44
C -0.34 -1.49 4.40
C 0.69 0.83 -4.71
C -1.69 -2.15 4.20
C 0.68 2.22 -5.15
C -1.47 1.56 -5.10
C 0.39 0.12 0.98
C -0.63 2.62 -5.52
C -0.32 0.96 3.82
C 1.35 1.96 -0.24
C -0.65 0.38 -4.67
C 0.19 -0.86 2.11
C 0.78 1.47 4.75
H -0.96 -0.71 -4.78
H 0.46 -2.24 4.29
H 1.22 1.84 1.95
H -1.29 0.94 4.36
H 1.04 -4.00 -3.78
H 1.50 0.10 -4.52
H -1.69 -2.72 3.26
H -2.56 1.52 -5.09
H 1.53 2.86 -5.28
H 1.47 1.55 -2.43
H -0.93 3.58 -5.98
H -1.22 -3.84 -3.91
H -0.24 -4.07 -1.92
H -0.27 -0.97 5.37
H 0.76 0.92 5.69
H -2.49 -1.39 4.18
H -0.40 -1.44 -0.43
H -1.86 -2.85 5.03
H 1.77 2.97 -0.27
H 1.76 1.36 4.27
H 0.60 2.54 4.94
H -0.41 1.59 2.93
```


No. 3
Density functional theory data (wB97M-V/def2-TZVPD) for a single C4H6O2 molecule.

M   86.09 g mol⁻¹
Electronic energy   -306.42530 Ha
2S+1   1
Total charge   0
LUMO level   1.07 eV
F_max   0.5 eV Å⁻¹
Energy relative to the best compared isomer or geometry (same formula, charge and spin)   2.204 eV

XYZ file:
```
12
C4H6O2 | the OMol25 dataset | wB97M-V/def2-TZVPD
O 0.74 -0.23 -1.22
O 0.79 0.93 0.75
C -0.56 0.73 0.44
C -0.59 -0.04 -0.83
C 1.53 0.08 -0.09
C -1.08 -0.69 0.45
H -1.18 1.59 0.67
H 2.44 0.59 -0.41
H -0.48 -1.46 0.93
H -1.25 0.14 -1.67
H 1.79 -0.85 0.44
H -2.15 -0.82 0.53
```


No. 4
Density functional theory data (wB97M-V/def2-TZVPD) for a molecular structure, C7H12N2 in a non-equilibrium geometry.

M   124.19 g mol⁻¹
Electronic energy   -383.25248 Ha
2S+1   1
Total charge   0
LUMO level   1.00 eV
F_max   5.4 eV Å⁻¹
Energy relative to the best compared isomer or geometry (same formula, charge and spin)   4.646 eV

XYZ file:
```
21
C7H12N2 | the OMol25 dataset | wB97M-V/def2-TZVPD
N 0.23 2.51 0.48
N -1.29 0.59 -0.34
C 0.97 0.28 0.21
C 0.34 -0.98 0.78
C 0.05 0.26 -1.11
C 0.13 -1.10 -1.71
C 0.00 -2.05 -0.36
C 0.45 1.15 1.23
C -0.80 0.16 0.99
H 0.61 -1.62 1.67
H -1.76 -0.05 1.64
H 1.05 1.32 2.25
H 0.26 3.41 1.31
H 0.69 -2.86 -0.37
H -0.66 -1.37 -2.35
H -2.00 -0.14 -0.32
H -0.74 2.22 -0.03
H 1.98 0.52 0.09
H 1.27 -1.05 -2.13
H 0.20 1.07 -1.78
H -0.97 -2.27 -0.15
```


No. 5
Density functional theory data (wB97M-V/def2-TZVPD) for a single H4N2Si molecule in a non-equilibrium geometry.

M   60.13 g mol⁻¹
Electronic energy   -401.31259 Ha
2S+1   1
Total charge   0
LUMO level   0.69 eV
F_max   3.0 eV Å⁻¹
Energy relative to the best compared isomer or geometry (same formula, charge and spin)   1.848 eV

XYZ file:
```
7
H4N2Si | the OMol25 dataset | wB97M-V/def2-TZVPD
Si 0.82 -0.03 -0.03
N -0.88 -0.75 -0.10
N -0.73 0.71 0.00
H 1.69 0.10 -1.38
H -1.22 -1.03 0.92
H -1.30 1.13 -0.67
H 1.62 -0.12 1.26
```


No. 6
Density functional theory data (wB97M-V/def2-TZVPD) for a molecular structure, C51H44N8NaO7S3.

M   1000.15 g mol⁻¹
Electronic energy   -4291.37543 Ha
2S+1   1
Total charge   -1
LUMO level   1.67 eV
F_max   0.8 eV Å⁻¹
Energy relative to the best compared isomer or geometry (same formula, charge and spin)   0.699 eV

XYZ file:
```
114
C51H44N8NaO7S3 | the OMol25 dataset | wB97M-V/def2-TZVPD
S -1.93 -0.93 -2.97
S -3.22 0.94 0.19
S -4.47 0.11 -2.36
Na 0.17 0.12 -0.19
O -0.06 6.02 1.92
O -2.27 0.29 4.73
O 1.67 -3.42 0.46
O 1.10 1.96 -1.56
O 1.81 -1.18 0.27
O -0.88 1.49 3.46
O 2.42 3.57 -2.39
N -2.13 0.14 0.69
N -3.34 -0.10 -3.40
N 2.31 -0.07 -2.93
N -4.36 0.17 -0.84
N 0.21 -0.95 2.52
N 2.07 6.55 1.35
N 1.14 1.98 1.23
N -1.05 -0.27 -2.04
C 2.75 3.90 2.43
C 1.09 5.66 1.71
C -0.08 -1.69 -7.04
C -0.06 -1.83 -4.65
C -5.30 3.54 -4.33
C -7.11 3.09 -2.80
C 2.28 1.64 1.82
C -4.65 2.76 3.44
C -7.05 -2.40 -4.15
C 2.05 2.39 -2.26
C -3.58 -4.91 -1.52
C -6.15 -1.37 -3.91
C 1.55 4.25 1.83
C 0.78 3.25 1.25
C -2.94 2.49 -0.67
C -0.78 -1.98 4.45
C -6.52 3.90 -3.76
C -1.34 -1.10 -7.01
C -5.28 1.57 -2.99
C -4.68 2.36 -3.95
C -0.55 -0.90 3.61
C -1.33 -1.25 -4.62
C -3.64 4.66 -1.38
C 0.73 -2.12 2.18
C 1.49 -2.25 0.83
C -2.94 -4.04 -0.66
C -2.38 4.87 -1.95
C -3.22 -3.40 -3.35
C -6.44 1.35 2.67
C -1.20 0.42 3.89
C 0.56 -2.05 -5.87
C 0.56 -3.27 2.97
C -2.57 -2.54 -2.47
C -3.92 3.47 -0.74
C -3.87 2.37 2.37
C -1.69 2.69 -1.23
C 2.80 1.30 -3.09
C -4.39 1.48 1.43
C 3.11 2.56 2.45
C -5.69 -1.17 -2.61
C -5.67 0.96 1.58
C -5.93 2.25 3.60
C -2.43 -2.84 -1.13
C -6.97 -3.02 -1.83
C -6.08 -1.99 -1.56
C -6.49 1.92 -2.40
C -1.97 -0.87 -5.79
C -7.45 -3.22 -3.11
C -1.41 3.89 -1.88
C -3.72 -4.59 -2.87
C -0.18 -3.19 4.12
H -7.27 -3.68 -1.02
H -4.24 3.47 4.15
H -0.14 3.51 0.74
H 2.75 1.58 -4.14
H -7.43 0.95 2.80
H -6.92 1.30 -1.63
H 2.59 -0.41 -2.01
H -8.14 -4.03 -3.30
H 2.52 0.59 1.78
H -3.97 -5.85 -1.15
H -1.83 -0.80 -7.93
H -0.41 4.02 -2.27
H 1.02 -4.18 2.61
H -2.63 1.19 4.81
H -4.22 -5.28 -3.54
H -2.16 5.82 -2.44
H -4.89 3.32 -0.28
H -8.05 3.38 -2.35
H 3.38 4.65 2.89
H 1.55 -2.47 -5.88
H -7.00 4.82 -4.06
H -4.39 5.44 -1.43
H 0.41 -1.85 -7.99
H -7.42 -2.56 -5.15
H 4.03 2.23 2.92
H -5.80 -0.74 -4.71
H -0.33 -4.06 4.75
H -2.82 -4.29 0.39
H -6.53 2.56 4.44
H -0.89 1.96 -1.21
H -1.41 -1.87 5.32
H -2.85 2.74 2.26
H -3.72 2.07 -4.36
H -3.31 -3.14 -4.40
H -1.93 -2.13 -0.48
H -6.06 0.26 0.86
H -4.83 4.18 -5.06
H -2.94 -0.40 -5.75
H 1.30 0.02 -2.83
H 1.74 7.47 1.10
H 0.45 -2.05 -3.72
H -5.67 -1.82 -0.58
H 3.87 1.34 -2.83
H 2.85 6.19 0.83
```


No. 7
Density functional theory data (wB97M-V/def2-TZVPD) for a molecular structure, C33H32NOP2Pt in a non-equilibrium geometry.

M   715.65 g mol⁻¹
Electronic energy   -2208.51525 Ha
2S+1   1
Total charge   +1
LUMO level (alpha / beta)   -4.83 / -4.83 eV
F_max   3.3 eV Å⁻¹
Energy relative to the best compared isomer or geometry (same formula, charge and spin)   2.302 eV

XYZ file:
```
70
C33H32NOP2Pt | the OMol25 dataset | wB97M-V/def2-TZVPD
Pt 0.21 0.17 -0.29
P 1.03 -1.55 -1.60
P -1.24 1.16 1.24
O 2.17 1.26 0.72
N 0.34 -1.37 1.31
C 0.45 -2.64 0.85
C 4.81 -0.77 -4.05
C -1.29 3.32 3.04
C -5.28 0.42 1.17
C -1.03 0.03 2.74
C 3.22 -0.13 2.35
C -1.47 -1.88 -2.73
C 2.53 -1.39 -2.59
C -0.86 2.83 1.81
C -0.18 5.40 2.57
C -0.64 -1.31 2.24
C -0.19 -2.42 -2.62
C 0.12 -3.62 -3.26
C 0.23 4.92 1.34
C 2.91 2.39 2.67
C -5.73 1.48 0.41
C 2.71 1.18 1.81
C 1.37 -2.88 -0.29
C 4.82 -0.65 -2.67
C -3.93 0.28 1.44
C -2.43 -2.53 -3.48
C 3.68 -0.95 -1.94
C -0.85 -4.26 -4.00
C -1.12 -2.61 2.46
C -3.49 2.29 0.18
C -0.44 -3.45 1.59
C -4.83 2.41 -0.10
C -3.03 1.23 0.96
C -0.95 4.61 3.41
C -2.13 -3.72 -4.11
C -0.10 3.63 0.96
C 2.51 -1.48 -3.97
C 3.65 -1.18 -4.70
H 4.08 -0.44 1.76
H 3.67 -0.82 -0.86
H -5.97 -0.31 1.55
H 5.69 -0.53 -4.62
H 3.53 -0.06 3.39
H -5.18 3.23 -0.71
H 2.41 -2.75 0.02
H -1.28 4.99 4.37
H 2.45 -0.90 2.24
H 3.73 2.26 3.37
H -1.69 -0.94 -2.22
H -6.78 1.59 0.20
H 3.63 -1.24 -5.78
H -0.62 -5.19 -4.50
H -1.92 0.00 3.36
H 3.06 3.26 2.05
H 1.24 -3.88 -0.71
H -2.88 -4.23 -4.69
H 0.10 6.39 2.88
H -3.58 -0.57 2.01
H 1.99 2.56 3.24
H -1.86 -2.90 3.18
H 5.71 -0.31 -2.16
H 1.61 -1.78 -4.48
H 0.23 3.23 0.01
H -2.77 3.00 -0.22
H 0.81 5.54 0.67
H -3.42 -2.11 -3.57
H -1.89 2.70 3.69
H 1.11 -4.03 -3.18
H -0.55 -4.51 1.50
H -0.20 0.48 3.31
```


No. 8
Density functional theory data (wB97M-V/def2-TZVPD) for 2 unconnected molecules or ions with the total composition C2HNO3 in a non-equilibrium geometry.

M   87.03 g mol⁻¹
Electronic energy   -357.24780 Ha
2S+1   1
Total charge   -2
LUMO level   4.78 eV
F_max   5.3 eV Å⁻¹
Energy relative to the best compared isomer or geometry (same formula, charge and spin)   0.434 eV

XYZ file:
```
7
C2HNO3 | the OMol25 dataset | wB97M-V/def2-TZVPD
O 2.52 2.76 -0.51
O 1.75 -1.59 0.52
O 2.87 -1.18 -1.48
N 2.68 0.51 0.15
C 2.35 -0.92 -0.29
C 2.60 1.61 -0.27
H -14.78 -1.19 1.88
```


No. 9
Density functional theory data (wB97M-V/def2-TZVPD) for 2 unconnected molecules or ions with the total composition C2H6N2 in a non-equilibrium geometry.

M   58.08 g mol⁻¹
Electronic energy   -189.21733 Ha
2S+1   1
Total charge   0
LUMO level   0.95 eV
F_max   2.2 eV Å⁻¹
Energy relative to the best compared isomer or geometry (same formula, charge and spin)   3.054 eV

XYZ file:
```
10
C2H6N2 | the OMol25 dataset | wB97M-V/def2-TZVPD
N 4.50 0.13 0.91
N -3.73 0.21 -1.49
C 3.48 0.78 1.23
C -3.95 -0.91 -0.94
H 4.85 0.19 -0.04
H 2.63 0.97 0.53
H 3.20 0.92 2.28
H -4.96 -1.13 -0.57
H -2.79 0.53 -1.26
H -3.23 -1.69 -0.64
```


No. 10
Density functional theory data (wB97M-V/def2-TZVPD) for a gas-phase ion, C8H12ClN2 (charge +1) in a non-equilibrium geometry.

M   171.65 g mol⁻¹
Electronic energy   -881.33684 Ha
2S+1   1
Total charge   +1
LUMO level   -3.53 eV
F_max   5.9 eV Å⁻¹
Energy relative to the best compared isomer or geometry (same formula, charge and spin)   3.932 eV

XYZ file:
```
23
C8H12ClN2 | the OMol25 dataset | wB97M-V/def2-TZVPD
Cl -2.68 3.19 1.65
N 2.23 -0.24 0.76
N -1.26 -1.10 0.01
C 0.87 -0.52 1.02
C 0.67 -1.34 -1.50
C -1.06 1.98 -0.34
C -0.81 1.18 1.70
C -0.02 1.02 -0.82
C -1.51 2.10 0.98
C 0.16 0.39 1.81
C 0.07 -0.51 -0.38
H -1.19 -2.12 -0.10
H 0.15 -1.55 -2.45
H 1.00 1.51 -0.55
H -1.43 2.71 -0.99
H 0.71 -1.52 1.48
H 1.68 -1.07 -1.87
H -0.18 0.96 -1.88
H 0.57 -2.40 -1.10
H 2.68 -1.15 0.65
H 2.80 0.11 1.47
H -1.99 -0.69 -0.51
H -1.48 -0.99 0.99
```


No. 11
Density functional theory data (wB97M-V/def2-TZVPD) for 2 unconnected molecules or ions with the total composition C4H10ClNO in a non-equilibrium geometry.

M   123.58 g mol⁻¹
Electronic energy   -748.52060 Ha
2S+1   1
Total charge   0
LUMO level   0.79 eV
F_max   3.5 eV Å⁻¹
Energy relative to the best compared isomer or geometry (same formula, charge and spin)   2.732 eV

XYZ file:
```
17
C4H10ClNO | the OMol25 dataset | wB97M-V/def2-TZVPD
Cl -2.71 0.92 -0.03
O -0.64 -2.45 0.69
N -0.03 0.64 0.22
C 1.22 0.21 -0.29
C -1.11 0.31 -0.60
C -1.24 -0.24 -1.80
C -0.14 0.31 1.64
H 0.58 0.96 2.05
H 1.36 0.66 -1.28
H -1.24 0.46 1.92
H 0.06 -0.85 1.80
H 1.18 -0.79 -0.53
H 2.09 0.60 0.32
H -1.38 -3.09 0.84
H -0.42 -0.52 -2.37
H -0.81 -1.57 0.28
H -2.20 -0.40 -2.18
```


No. 12
Density functional theory data (wB97M-V/def2-TZVPD) for a molecular structure, C14H36AlN3O5 in a non-equilibrium geometry.

M   353.44 g mol⁻¹
Electronic energy   -1337.16351 Ha
2S+1   1
Total charge   +2
LUMO level   -10.73 eV
F_max   4.3 eV Å⁻¹

XYZ file:
```
59
C14H36AlN3O5 | the OMol25 dataset | wB97M-V/def2-TZVPD
Al 5.77 4.89 -19.73
O 5.71 3.04 -21.86
O 6.62 7.56 -20.72
O 5.05 6.60 -21.85
O 4.40 7.19 -18.67
O 4.19 4.39 -17.36
N 7.22 2.12 -19.44
N 7.06 6.81 -17.97
N 7.01 4.04 -17.27
C 6.09 7.26 -16.95
C 8.37 0.60 -20.95
C 7.41 1.85 -20.85
C 6.29 8.35 -23.04
C 6.00 7.41 -21.84
C 4.49 3.19 -22.64
C 6.88 2.72 -15.31
C 6.19 1.73 -21.72
C 4.83 3.83 -16.25
C 2.81 4.78 -17.04
C 6.77 8.27 -16.05
C 6.13 3.07 -16.62
C 3.36 7.74 -19.44
C 4.90 7.95 -17.60
H 3.82 2.37 -22.42
H 9.15 0.58 -20.19
H 6.74 3.55 -14.61
H 4.09 8.04 -16.86
H 6.86 7.79 -23.79
H 8.79 0.52 -21.95
H 7.98 3.77 -17.15
H 5.43 1.13 -21.21
H 4.92 9.01 -17.86
H 7.47 7.76 -15.39
H 7.94 2.71 -21.28
H 2.82 5.33 -16.09
H 5.52 6.47 -16.45
H 2.65 8.29 -18.82
H 2.42 5.40 -17.84
H 6.97 4.84 -16.64
H 4.17 3.16 -15.69
H 6.43 1.36 -22.72
H 6.13 9.03 -15.60
H 6.04 2.17 -17.23
H 3.69 8.44 -20.21
H 2.69 7.02 -19.92
H 7.76 -0.27 -20.69
H 4.01 4.10 -22.29
H 7.40 8.97 -16.62
H 6.94 9.11 -22.63
H 6.67 1.38 -19.02
H 2.10 3.98 -16.86
H 6.54 1.83 -14.77
H 4.71 3.30 -23.70
H 5.34 8.80 -23.32
H 8.11 2.10 -18.95
H 7.95 2.63 -15.44
H 7.38 7.61 -18.50
H 5.06 4.64 -15.56
H 7.87 6.57 -17.40
```


No. 13
Density functional theory data (wB97M-V/def2-TZVPD) for a gas-phase ion, C5H6N (charge +1) in a non-equilibrium geometry.

M   80.11 g mol⁻¹
Electronic energy   -248.48192 Ha
2S+1   1
Total charge   +1
LUMO level   -5.75 eV
F_max   3.3 eV Å⁻¹
Energy relative to the best compared isomer or geometry (same formula, charge and spin)   3.640 eV

XYZ file:
```
12
C5H6N | the OMol25 dataset | wB97M-V/def2-TZVPD
N -0.34 0.36 0.44
C -2.48 -0.31 -0.27
C 2.13 -0.03 0.10
C -1.59 0.54 0.47
C 0.87 0.13 0.24
C 3.44 -0.12 -0.18
H -3.34 0.19 -0.71
H -1.95 -0.80 -1.06
H 4.02 0.57 -0.82
H 4.01 -0.95 0.15
H -1.81 1.28 1.14
H -2.96 -0.87 0.51
```


No. 14
Density functional theory data (wB97M-V/def2-TZVPD) for a single C2H4OS molecule in a non-equilibrium geometry.

M   76.12 g mol⁻¹
Electronic energy   -551.95730 Ha
2S+1   1
Total charge   0
LUMO level   0.89 eV
F_max   2.3 eV Å⁻¹
Energy relative to the best compared isomer or geometry (same formula, charge and spin)   1.943 eV

XYZ file:
```
8
C2H4OS | the OMol25 dataset | wB97M-V/def2-TZVPD
S -0.62 -0.84 -0.71
O 0.40 -1.91 -0.66
C -0.38 0.16 0.79
C 0.30 0.68 -0.45
H 0.17 -0.46 1.42
H 0.03 1.56 -0.96
H 1.40 0.37 -0.65
H -1.30 0.43 1.22
```